Model A:
23
Properties=species:S:1:pos:R:3 method="wB97M-V/def2-TZVPD" homo_energy_ha=-0.3256 smiles=Cc1ccccc1.CC gap_ev=9.87 spin_multiplicity=1
C 1.1836 -1.5814 -1.8543
C 1.4368 0.2804 0.1947
C 0.9341 -1.5171 1.9085
C 1.0034 -1.9727 -0.5401
C 1.7402 0.6387 -1.0939
C -2.2115 1.3784 1.0329
C 1.6873 -0.3023 -2.1299
C 1.1259 -1.0488 0.5004
C -2.4398 1.7858 -0.4032
H 1.4775 -2.4339 2.1323
H -0.1474 -1.7075 2.0269
H -1.1749 1.1460 1.2863
H 1.0723 -0.7923 2.7052
H 0.6161 -2.9645 -0.3301
H -2.4345 2.2647 1.6517
H 2.1042 -0.0664 -3.0906
H 0.7950 -2.1679 -2.6842
H 1.4003 0.9695 1.0292
H -2.7832 0.5023 1.3529
H -3.3318 2.4252 -0.4366
H 2.1255 1.6247 -1.3179
H -2.4402 0.9994 -1.1617
H -1.7389 2.5396 -0.7785

Model B:
23
Properties=species:S:1:pos:R:3 method="wB97M-V/def2-TZVPD" homo_energy_ha=-0.3302 smiles=Cc1ccccc1.CC gap_ev=9.95 spin_multiplicity=1
C 0.2051 -0.8302 1.9768
C 1.6663 2.7615 -0.9840
C 0.2323 3.3303 -0.9538
C -0.3289 -1.9415 -0.1181
C -1.1282 -0.8204 2.3705
C 0.1801 -2.4968 -1.4196
C -1.6715 -1.8537 0.2448
C -2.0598 -1.3085 1.4470
C 0.5957 -1.3710 0.7617
H 1.6163 -1.1653 0.4405
H -1.4465 -0.5924 3.3692
H 0.0546 3.9623 -0.0996
H 2.3578 3.4311 -0.4831
H -0.4626 2.5150 -1.0729
H -2.4133 -2.2271 -0.4531
H 0.9444 -0.3414 2.5986
H 1.2233 -2.2434 -1.5217
H 0.1894 -3.5944 -1.3481
H -3.0987 -1.2217 1.7388
H 1.7036 1.8462 -0.3999
H 2.0577 2.5246 -1.9677
H -0.4936 -2.2598 -2.2439
H 0.0763 3.8964 -1.8825

Model C:
23
Properties=species:S:1:pos:R:3 method="wB97M-V/def2-TZVPD" homo_energy_ha=-0.3338 smiles=Cc1ccccc1.CC gap_ev=10.09 spin_multiplicity=1
C -2.3815 -1.6467 0.7533
C -0.5476 -0.0786 -0.5296
C 2.8000 2.5612 0.5743
C -1.0443 -2.0081 0.7715
C -2.8206 -0.5860 -0.0274
C -1.8970 0.2573 -0.6294
C 1.3483 -1.5731 0.0994
C -0.1048 -1.2361 0.0797
C 2.6948 2.9870 -0.8911
H 1.7710 3.5268 -1.0945
H 1.9042 -1.2363 -0.7827
H -2.2142 1.1006 -1.2332
H 2.0300 1.8161 0.8109
H 2.7594 2.0499 -1.4445
H -3.8733 -0.3212 0.0384
H 3.7170 1.9747 0.7123
H 2.7801 3.3246 1.3493
H -0.6505 -2.8174 1.3671
H -3.0572 -2.2368 1.3509
H 1.5680 -2.6480 0.0657
H 3.5254 3.6527 -1.1333
H 1.8901 -1.2438 0.9899
H 0.0842 0.5919 -1.0995

Verdict on stability: model A comes out at the bottom.

Model A:
23
Properties=species:S:1:pos:R:3 method="wB97M-V/def2-TZVPD" homo_energy_ha=-0.3290 smiles=Cc1ccccc1.CC gap_ev=9.92 spin_multiplicity=1
C -1.6968 -2.6371 0.2009
C -0.6463 -3.0763 -0.6475
C 0.1609 -2.1260 -1.2392
C -0.0370 -0.7482 -0.9424
C 0.7259 0.2711 -1.6954
C 1.7856 3.3402 1.1263
C 1.4512 4.2579 2.3016
C -1.0277 -0.3486 -0.0638
C -1.9290 -1.3215 0.4092
H -0.3601 -4.1129 -0.7168
H 1.6554 3.8229 0.1597
H 1.0474 1.1024 -1.0683
H -0.9397 0.7044 0.1717
H 2.7782 2.8939 1.1937
H 1.0970 2.4871 1.1384
H -2.3580 -3.3989 0.5936
H 1.7735 3.8820 3.2779
H 0.8263 -2.4853 -2.0133
H 0.1734 0.6432 -2.5642
H 1.6123 -0.1613 -2.1729
H 2.0512 5.1637 2.1893
H 0.3775 4.3820 2.3766
H -2.6689 -0.9857 1.1290

Model B:
23
Properties=species:S:1:pos:R:3 method="wB97M-V/def2-TZVPD" homo_energy_ha=-0.3204 smiles=Cc1ccccc1.CC gap_ev=9.64 spin_multiplicity=1
C -0.1334 2.3334 -2.5343
C -0.1888 0.0940 -1.5149
C -0.9473 -0.8826 -0.9239
C -2.0212 -0.4513 -0.0908
C 3.5766 -1.8772 2.4688
C 2.3458 -2.6067 3.0748
C -1.4733 1.8749 -0.4086
C -2.2151 0.8809 0.2677
C -0.6232 1.4370 -1.3940
H 2.2950 -3.6248 2.6960
H 3.3750 -1.5506 1.4536
H 4.3926 -2.5443 2.6456
H 0.7708 0.0233 -2.0288
H 2.4610 -2.5497 4.1735
H -0.8529 -1.9442 -1.0982
H -3.0558 1.1510 0.8956
H 1.3978 -2.1161 2.8318
H 3.6785 -0.9083 2.9706
H -1.8598 2.9000 -0.3595
H 0.9236 2.6205 -2.3227
H -0.7183 3.3012 -2.5429
H -2.6549 -1.1496 0.4247
H -0.1324 1.7532 -3.4472

Model C:
23
Properties=species:S:1:pos:R:3 method="wB97M-V/def2-TZVPD" homo_energy_ha=-0.3226 smiles=Cc1ccccc1.CC gap_ev=9.75 spin_multiplicity=1
C 2.5382 -0.5284 0.3783
C -1.6742 -1.9312 1.0448
C 0.3267 0.6899 0.7633
C 0.8317 2.3317 -1.3273
C -0.6807 1.4781 0.2924
C -2.2859 -1.7730 -0.3952
C -0.4510 2.2766 -0.8874
C 1.5172 0.5095 0.0588
C 1.8008 1.4876 -0.9561
H -0.6492 -2.0845 1.0414
H 2.1563 -1.5909 0.1820
H 2.6639 1.3271 -1.5154
H 0.2089 0.3311 1.7879
H -1.6198 -2.4162 -1.0325
H 3.5571 -0.5566 -0.0811
H -2.1612 -2.7664 1.5292
H -2.0909 -0.7591 -0.8116
H -3.2463 -2.0320 -0.4159
H -1.1752 2.8652 -1.4092
H -1.6349 1.8176 0.8191
H 2.8415 -0.5716 1.4356
H -1.8322 -1.0713 1.7562
H 1.0592 2.9667 -2.2573

Model D:
23
Properties=species:S:1:pos:R:3 method="wB97M-V/def2-TZVPD" homo_energy_ha=-0.3325 smiles=Cc1ccccc1.CC gap_ev=10.04 spin_multiplicity=1
C -1.5438 0.6699 0.6436
C -1.1073 1.9673 0.9063
C -1.0218 -0.3293 1.4529
C -0.0431 2.3075 1.7549
C 0.5292 1.2563 2.4394
C 0.0387 -0.0544 2.3075
C 2.2061 -1.0930 -2.1965
C -2.4053 0.5064 -0.5972
C 1.3317 -2.2080 -1.5996
H -2.4535 1.4378 -1.1617
H 0.3181 -1.8799 -1.3457
H 1.1383 -2.9436 -2.3990
H -1.8708 -0.0460 -1.3500
H -1.3436 2.7112 0.1459
H 2.0963 -0.2603 -1.4794
H 3.2103 -1.5253 -2.2549
H 1.7562 -2.7792 -0.7758
H 0.3571 3.3043 1.6532
H 1.4592 1.5528 2.9463
H 1.8551 -0.7542 -3.1700
H -3.4343 0.2581 -0.3511
H 0.4843 -0.8175 2.9397
H -1.5572 -1.2805 1.4911

Verdict on stability: model C comes out at the bottom.

Model A:
23
Properties=species:S:1:pos:R:3 method="wB97M-V/def2-TZVPD" homo_energy_ha=-0.3314 smiles=Cc1ccccc1.CC gap_ev=10.05 spin_multiplicity=1
C -1.0642 -1.0005 2.3941
C 2.1037 -0.1148 0.5032
C 0.8366 1.7133 -3.2599
C 0.1066 2.4890 -2.1476
C -1.5325 -1.1455 0.0187
C -0.2059 -0.7641 -0.2307
C -1.9601 -1.1507 1.3189
C 0.2809 -0.7497 2.1144
C 0.6778 -0.5086 0.7828
H -1.3719 -1.0718 3.4252
H 0.1795 3.5705 -2.2320
H 0.9222 -0.6717 2.9764
H 2.3854 -0.4653 -0.4923
H 0.9897 2.4095 -4.0944
H 1.7939 1.3284 -2.9308
H 0.1903 1.0182 -3.8002
H 0.0580 -0.5260 -1.2564
H 0.5668 2.2906 -1.1725
H 2.1771 0.9691 0.3573
H -2.2099 -1.2500 -0.8169
H 2.8269 -0.4176 1.2490
H -2.9879 -1.3478 1.6070
H -0.9040 2.1145 -1.9946

Model B:
23
Properties=species:S:1:pos:R:3 method="wB97M-V/def2-TZVPD" homo_energy_ha=-0.3329 smiles=Cc1ccccc1.CC gap_ev=10.09 spin_multiplicity=1
C -0.9097 -1.4319 -0.2098
C 1.2164 -0.4162 -1.5992
C -0.6821 2.9000 0.4263
C 0.1446 -0.8996 -2.3215
C 0.2424 -1.1475 2.0074
C 1.2335 -0.4251 -0.2091
C -0.9221 -1.4240 -1.6001
C 0.1676 -0.9561 0.5184
C -0.3583 2.5535 1.8729
H -1.5362 3.5799 0.3630
H -0.5423 -1.7581 2.4553
H 0.1718 3.3067 -0.1212
H -1.7669 -1.8904 -2.0916
H 0.1007 -0.2005 2.5343
H -1.2073 2.0750 2.3408
H 0.5809 1.9820 1.8970
H -0.0131 3.4733 2.3480
H -0.9109 2.0082 -0.1762
H 1.2137 -1.5927 2.2381
H 0.0937 -0.7952 -3.3995
H 2.0164 0.1362 -2.0736
H 2.0259 0.1127 0.2970
H -1.7640 -1.8650 0.2920

Verdict on stability: model A comes out at the bottom.

Model A:
23
Properties=species:S:1:pos:R:3 method="wB97M-V/def2-TZVPD" homo_energy_ha=-0.3356 smiles=Cc1ccccc1.CC gap_ev=10.12 spin_multiplicity=1
C -0.3502 -1.7247 1.3020
C -0.5230 -0.0114 -2.7019
C 0.9821 -0.3348 -2.7293
C 0.4046 0.5747 1.5892
C -1.9188 0.0401 1.0327
C 0.6458 -0.7987 1.6372
C -1.6313 -1.3296 0.9829
C 1.4161 1.6094 1.9872
C -0.9229 0.9509 1.3388
H 1.3959 -0.6306 -1.7695
H 1.9142 1.9378 1.0700
H 1.5344 0.5502 -3.0528
H -0.9464 -0.0120 -1.7030
H 1.1688 -1.0993 -3.4809
H 1.0595 2.3746 2.6723
H -1.0877 2.0243 1.3763
H 2.2441 1.1749 2.5572
H -1.0911 -0.7557 -3.2771
H -2.3814 -2.0404 0.6723
H 0.0931 -2.7051 1.1855
H -0.7833 0.8570 -3.3102
H -2.8764 0.4245 0.7094
H 1.6537 -1.0761 1.9118

Model B:
23
Properties=species:S:1:pos:R:3 method="wB97M-V/def2-TZVPD" homo_energy_ha=-0.3348 smiles=Cc1ccccc1.CC gap_ev=10.16 spin_multiplicity=1
C -2.9237 -0.9254 -1.5588
C -2.1676 0.4119 -1.4984
C 0.2888 1.0434 0.9709
C 1.2294 -1.5691 0.7778
C 1.3182 0.7446 0.0762
C 0.1437 -1.2850 1.5892
C 1.8096 -0.5538 0.0136
C 1.8819 1.8251 -0.8132
C -0.3500 0.0078 1.6556
H -1.1365 0.3585 -1.1676
H 2.5004 -0.7943 -0.7837
H 1.7428 -2.5196 0.7921
H -3.1576 -1.1809 -2.5861
H -3.8575 -0.8823 -0.9916
H -2.6441 1.1306 -0.8192
H 2.9615 1.7738 -0.8991
H -0.2577 -2.0984 2.1779
H -2.3640 -1.6709 -1.0042
H -1.0545 0.2921 2.4251
H 1.5436 2.8078 -0.4960
H -0.2400 1.9882 0.9290
H -2.1773 0.9256 -2.4650
H 1.4720 1.6974 -1.8159

Verdict on stability: model A comes out at the bottom.